No. 1
DFT (ωB97M-V/def2-TZVPD) results for a structure of composition C34H93IMgN8O9 at a distorted geometry.

Properties
Multiplicity: 1
Largest force on an atom: 0.0804 hartree/bohr
HOMO energy: -6.894 eV
Net charge: 0
LUMO: 0.006 Eh
Frontier orbital gap: 7.060 eV
Electronic energy: -80655.142 eV

Last column: Löwdin charge in e.
Geometry (Å):
Mg -0.1146 0.3104 0.4234  0.527
C -2.7417 0.7418 -2.8803  -0.100
C -1.7469 1.5638 -2.1034  -0.415
O -0.7896 0.9260 -1.3150  -0.307
H -3.3609 0.0221 -2.3448  0.049
H -2.3180 0.1247 -3.6726  0.034
H -3.4935 1.4006 -3.3149  0.075
H -2.3075 2.3460 -1.5917  0.085
H -1.2959 2.1306 -2.9179  0.051
I 0.6665 2.6979 4.5923  -0.314
C -1.0702 4.1903 -5.1710  -0.071
C 0.0351 4.7912 -4.3424  -0.404
C -0.3202 5.8048 -3.1966  -0.135
O -1.2581 6.8206 -3.7020  -0.224
C -1.8732 7.7686 -2.8127  -0.095
N 0.7673 3.6264 -3.7169  0.047
H -1.6100 3.4578 -4.5708  0.065
H -0.6304 3.6828 -6.0295  0.078
H -1.6910 4.9975 -5.5599  0.079
H 0.6323 5.3099 -5.0923  0.130
H 0.6417 6.2158 -2.8904  0.118
H -0.8303 5.2718 -2.3942  0.112
H -2.2663 7.1908 -1.9762  0.073
H -2.5807 8.5543 -3.0778  0.088
H -1.0067 8.1716 -2.2884  0.074
H 0.0164 3.1768 -3.2127  0.015
H 0.9487 3.0599 -4.5331  0.055
C 0.3425 3.7052 0.4889  -0.061
C 1.4016 2.7283 0.2216  -0.397
C 2.7728 3.4279 0.5739  -0.125
O 3.6324 2.3137 0.7406  -0.223
C 4.8634 2.5274 0.2131  -0.159
N 1.2235 1.6265 1.1297  0.016
H 0.1974 3.9845 1.5325  0.063
H -0.5474 3.3933 -0.0578  0.075
H 0.6205 4.6861 0.1034  0.082
H 1.4511 2.3490 -0.7991  0.124
H 2.8426 3.9478 1.5294  0.138
H 3.0549 4.1195 -0.2198  0.129
H 4.7776 2.8143 -0.8350  0.088
H 5.5921 1.7189 0.2710  0.091
H 5.4702 3.3682 0.5492  0.089
H 1.2464 1.9869 2.0729  -0.056
H 2.1612 1.2670 1.0226  0.053
C -5.8904 1.8918 -0.6462  -0.052
C -5.2858 2.3670 0.6891  -0.459
C -4.5953 1.2625 1.5029  -0.166
O -3.8628 1.6822 2.6354  -0.250
C -4.5502 2.2762 3.7119  -0.063
N -4.5305 3.5104 0.3759  0.060
H -5.1662 1.6134 -1.4118  0.055
H -6.5585 2.5382 -1.2153  0.080
H -6.5371 1.0307 -0.4775  0.073
H -6.1393 2.7686 1.2353  0.133
H -3.8668 0.7274 0.8938  0.115
H -5.3026 0.4914 1.8085  0.130
H -3.9816 2.5592 4.5978  0.102
H -5.3729 1.6341 4.0263  0.093
H -4.9636 3.1955 3.2972  0.083
H -4.1023 3.8340 1.2316  0.072
H -3.7006 3.1097 -0.0373  0.059
C -1.6705 -0.5835 4.0094  -0.015
C -1.2352 -0.4493 2.5296  -0.428
C -1.9435 -1.4649 1.5790  -0.109
O -1.2725 -1.3921 0.2951  -0.236
C -2.1388 -1.9280 -0.7272  -0.062
N -1.4035 0.8378 2.0358  0.034
H -2.7367 -0.4149 4.1607  0.078
H -1.2685 0.1958 4.6569  0.026
H -1.4917 -1.5666 4.4448  0.054
H -0.1701 -0.6606 2.4340  0.110
H -3.0201 -1.2942 1.5705  0.128
H -1.7233 -2.4899 1.8773  0.110
H -3.2107 -1.7378 -0.6718  0.093
H -2.1436 -3.0160 -0.6610  0.086
H -1.8327 -1.7719 -1.7616  0.079
H -2.3167 1.0677 2.4008  0.052
H -0.8956 1.4784 2.6288  -0.026
C 0.2456 -3.2030 6.4086  -0.046
C -0.7103 -4.2192 5.8505  -0.480
C -0.2457 -4.9711 4.6420  -0.220
O -0.3014 -4.0909 3.5315  -0.188
C -0.1286 -4.7144 2.2072  -0.057
N -0.9333 -5.2181 6.8129  0.041
H 0.0899 -2.7717 7.3975  0.087
H 0.1622 -2.2901 5.8189  0.062
H 1.2528 -3.6197 6.4158  0.085
H -1.6385 -3.7478 5.5276  0.131
H -0.7429 -5.9114 4.4038  0.122
H 0.7818 -5.3006 4.7964  0.128
H -0.8724 -4.4282 1.4636  0.068
H -0.2873 -5.7927 2.1969  0.083
H 0.8256 -4.5123 1.7205  0.066
H -0.5027 -4.9529 7.6872  0.075
H -0.7279 -6.1584 6.5067  0.071
C -1.5975 -1.1365 -6.1369  -0.052
C -0.1547 -1.5799 -5.8399  -0.478
C 0.9783 -0.9307 -6.7233  -0.166
O 0.6489 -0.7803 -8.1119  -0.185
C 0.3160 -2.0612 -8.6685  -0.097
N 0.0317 -1.2547 -4.5092  0.029
H -2.0428 -1.6255 -7.0033  0.068
H -1.4591 -0.0700 -6.3145  0.090
H -2.1893 -1.3990 -5.2600  0.066
H -0.1406 -2.6683 -5.8973  0.130
H 1.9287 -1.4379 -6.5568  0.117
H 1.1433 0.0782 -6.3451  0.115
H 1.2494 -2.6217 -8.7203  0.090
H -0.2021 -1.9955 -9.6253  0.092
H -0.3721 -2.5973 -8.0150  0.060
H -0.0291 -0.3001 -4.1850  0.084
H -0.5407 -1.9059 -3.9911  0.077
C 2.5501 -0.0906 -2.0599  -0.036
C 1.9577 -1.3132 -1.3444  -0.322
C 2.8686 -2.5791 -1.1718  -0.209
O 2.1482 -3.6413 -0.6580  -0.202
C 2.9149 -4.9072 -0.6292  -0.048
N 1.5083 -0.8819 0.0236  0.054
H 1.9102 0.7744 -2.2346  0.063
H 2.7968 -0.2913 -3.1025  0.076
H 3.4375 0.2753 -1.5435  0.077
H 1.0730 -1.5545 -1.9336  0.120
H 3.7081 -2.3866 -0.5037  0.126
H 3.2616 -2.9053 -2.1348  0.128
H 3.7690 -4.8069 0.0405  0.080
H 3.2471 -5.2996 -1.5903  0.089
H 2.3150 -5.6380 -0.0868  0.078
H 2.4379 -0.7017 0.3749  0.073
H 1.4110 -1.8217 0.3806  0.072
C 4.0181 -0.1122 3.1762  -0.014
C 3.6363 -1.6251 3.3209  -0.417
C 4.0166 -2.2697 4.6439  -0.220
O 3.7698 -3.6453 4.6836  -0.213
C 4.8349 -4.4126 4.1550  -0.087
N 2.1805 -1.7643 3.1754  0.077
H 3.7424 0.0090 2.1286  0.046
H 5.0718 0.0090 3.4276  0.084
H 3.2988 0.4446 3.7767  0.056
H 4.0631 -2.1934 2.4944  0.118
H 3.3906 -1.8964 5.4544  0.133
H 5.0547 -2.1532 4.9552  0.123
H 5.0288 -4.0232 3.1556  0.075
H 4.5342 -5.4551 4.0500  0.091
H 5.6807 -4.2429 4.8212  0.090
H 1.9265 -2.7385 3.2566  0.053
H 1.9774 -1.5950 4.1502  0.058

Atoms 1-3, force components in eV/Å:
-1.43 0.89 -1.77
-1.06 -1.06 -0.13
0.89 -0.20 0.30

No. 2
DFT (ωB97M-V/def2-TZVPD) results for a cluster of 10 separate species, C34H94N6O10 in total at a distorted geometry.

Properties
SMILES: COC[C@H](C)N.COC[C@H](C)N.COC[C@H](C)N.COC[C@H](C)N.COC[C@H](C)N.COC[C@H](C)N.CC(C)O.CC(C)O.CCO.CCO
Multiplicity: 1
Largest force on an atom: 0.0598 hartree/bohr
HOMO energy: -8.576 eV
Net charge: 0
LUMO: 0.012 Eh
Frontier orbital gap: 8.906 eV
Electronic energy: -66191.813 eV
Energy relative to the best compared isomer or geometry (same formula, charge and spin): 156.7 kJ/mol

Last column: Löwdin charge in e.
Geometry (Å):
C -1.0885 1.7003 2.5582  -0.096
O -0.2895 1.5105 1.3735  -0.193
C -0.7233 0.3155 0.7327  -0.193
C 0.1984 0.0237 -0.4647  -0.383
C 0.0864 1.0968 -1.5815  -0.046
N -0.1013 -1.2918 -1.0697  0.074
H -0.8605 1.0226 3.3809  0.086
H -2.1604 1.6893 2.3608  0.067
H -0.8454 2.6822 2.9642  0.080
H -0.6094 -0.5361 1.4035  0.109
H -1.7672 0.4293 0.4402  0.112
H 1.1889 0.0032 -0.0103  0.109
H 0.7398 0.8349 -2.4138  0.057
H 0.2328 2.1029 -1.1885  0.053
H -0.9135 1.0246 -2.0094  0.066
H 0.6144 -1.7119 -1.6453  0.049
H -0.2742 -1.9420 -0.3164  0.009
C 1.2525 1.3370 -7.4343  -0.094
O 1.7363 0.1516 -6.7946  -0.193
C 0.9433 -0.9948 -6.9196  -0.210
C -0.3703 -0.8455 -6.1428  -0.447
C -0.1640 -0.5692 -4.6432  -0.040
N -1.1726 -2.0388 -6.2937  0.022
H 0.3356 1.6608 -6.9416  0.069
H 0.9395 1.2579 -8.4754  0.090
H 1.9261 2.1521 -7.1698  0.093
H 0.8560 -1.1351 -7.9971  0.120
H 1.5201 -1.8805 -6.6532  0.119
H -0.9802 -0.0721 -6.6096  0.122
H 0.3325 0.3950 -4.5346  0.067
H 0.5816 -1.3099 -4.3541  0.065
H -1.0523 -0.5977 -4.0121  0.078
H -1.4760 -2.1530 -7.2503  0.070
H -2.0559 -1.8543 -5.8399  0.069
C -4.4187 -3.8700 0.5386  -0.063
O -3.1289 -4.3782 0.9885  -0.186
C -2.0305 -3.8396 0.2882  -0.214
C -0.7505 -4.3053 0.9934  -0.421
C -0.6671 -3.7624 2.4321  -0.038
N 0.4096 -3.9665 0.1950  0.037
H -4.4249 -2.7802 0.5617  0.054
H -5.2049 -4.3377 1.1312  0.089
H -4.6140 -4.2684 -0.4570  0.087
H -1.9727 -4.2472 -0.7211  0.127
H -2.0554 -2.7575 0.1598  0.107
H -0.7054 -5.3944 0.9904  0.137
H -0.6964 -2.6729 2.4435  0.061
H 0.2465 -4.1378 2.8931  0.067
H -1.5328 -4.2132 2.9175  0.075
H 1.2272 -4.4874 0.4783  0.065
H 0.2531 -4.1905 -0.7773  0.038
C 3.0116 -1.5719 1.9524  -0.088
O 3.9381 -2.5052 2.4556  -0.163
C 3.8302 -3.8044 1.9605  -0.235
C 4.8287 -4.7270 2.6092  -0.423
C 6.3240 -4.6055 2.2777  -0.065
N 4.5070 -6.1348 2.2886  0.020
H 3.1102 -0.6365 2.5032  0.066
H 2.0384 -1.9991 2.1940  0.079
H 3.0950 -1.2855 0.9040  0.081
H 2.8499 -4.1843 2.2484  0.105
H 3.9036 -3.9414 0.8817  0.122
H 4.7452 -4.5878 3.6871  0.140
H 6.6306 -3.5867 2.5148  0.073
H 6.4202 -4.6040 1.1920  0.076
H 6.8384 -5.3935 2.8276  0.079
H 4.7963 -6.7067 3.0692  0.065
H 4.9531 -6.5136 1.4655  0.064
C -7.3455 -1.3407 -1.4554  -0.095
O -7.0005 -2.1126 -0.3168  -0.193
C -7.2062 -1.4564 0.9074  -0.212
C -6.4582 -0.1069 1.0826  -0.432
C -4.9019 -0.1823 1.2269  -0.048
N -6.9421 0.3715 2.3306  0.014
H -6.6597 -0.4956 -1.5161  0.073
H -8.3791 -0.9946 -1.4618  0.092
H -7.1664 -1.9455 -2.3443  0.090
H -8.2697 -1.4426 1.1459  0.123
H -6.7951 -2.1055 1.6806  0.120
H -6.6976 0.6293 0.3153  0.127
H -4.5187 -0.5109 0.2608  0.069
H -4.6167 -0.8776 2.0164  0.083
H -4.4727 0.8012 1.4182  0.052
H -6.7164 -0.2961 3.0541  0.074
H -7.9503 0.3177 2.3587  0.070
C 2.8525 5.5884 4.7423  -0.063
O 1.8680 4.8532 5.5150  -0.173
C 1.6851 3.5406 5.0452  -0.250
C 2.8140 2.6322 5.1974  -0.497
C 2.4718 1.2752 4.7672  -0.078
N 3.2366 2.5480 6.5946  0.055
H 3.7873 5.0672 4.5358  0.082
H 2.9857 6.6053 5.1114  0.089
H 2.3063 5.7564 3.8142  0.062
H 0.8563 3.1335 5.6244  0.138
H 1.3975 3.5311 3.9939  0.118
H 3.7199 2.9820 4.7023  0.137
H 3.3136 0.5998 4.9203  0.089
H 2.0705 1.1439 3.7623  0.066
H 1.7009 0.8465 5.4076  0.087
H 2.4218 2.5290 7.1911  0.075
H 3.7140 3.4033 6.8410  0.069
C 3.0960 2.2653 0.5610  -0.043
C 3.8303 1.9436 -0.7070  -0.583
C 3.3826 2.6881 -1.8888  -0.046
O 5.1335 2.2281 -0.4928  -0.015
H 3.4410 1.6957 1.4240  0.075
H 2.0139 2.1835 0.4589  0.058
H 3.3884 3.2699 0.8665  0.079
H 3.7406 0.8690 -0.8662  0.138
H 3.5389 2.0752 -2.7765  0.091
H 3.8676 3.6582 -1.9978  0.092
H 2.3225 2.9401 -1.8607  0.057
H 5.0924 3.1862 -0.5375  0.087
C -3.2510 3.2417 0.0609  -0.039
C -2.9041 3.7282 -1.3522  -0.467
C -3.9583 3.2247 -2.3039  -0.060
O -2.8337 5.1553 -1.4164  -0.049
H -3.4781 2.1772 0.0027  0.055
H -4.1881 3.6886 0.3930  0.087
H -2.5680 3.4712 0.8787  0.068
H -1.9784 3.2980 -1.7343  0.128
H -4.9226 3.6020 -1.9634  0.083
H -4.0000 2.1407 -2.4097  0.084
H -3.7499 3.6482 -3.2864  0.087
H -3.7353 5.4570 -1.2835  0.106
C 1.0802 5.7895 1.1765  -0.076
C 0.3655 5.0766 0.0039  -0.277
O -0.4476 6.0634 -0.6622  -0.099
H 1.7381 6.5843 0.8251  0.076
H 1.7308 4.9865 1.5231  0.036
H 0.5127 6.1599 2.0302  0.073
H -0.3721 4.3215 0.2759  0.090
H 1.0985 4.5995 -0.6466  0.088
H -1.3303 5.7510 -0.8740  0.007
C 2.9219 -3.1551 -3.5230  -0.079
C 2.2570 -4.1882 -2.6450  -0.288
O 0.8460 -3.9660 -2.7251  -0.124
H 3.9605 -3.4821 -3.5743  0.077
H 2.8389 -2.1486 -3.1127  0.072
H 2.5489 -3.0675 -4.5434  0.066
H 2.5559 -4.2363 -1.5978  0.100
H 2.3839 -5.1877 -3.0610  0.111
H 0.5921 -4.0850 -3.6432  0.088

Atoms 1-3, force components in eV/Å:
0.72 0.89 -0.11
-0.96 -0.44 0.91
0.73 -0.10 -0.80

Which of these has the highest HOMO energy? C34H93IMgN8O9